(1)
Here is C10H14MnN2P as an isolated structure from OMol25. Energies are from ωB97M-V/def2-TZVPD.

## Properties
* charge: -1
* max |F|: 0.0316 Eh/bohr
* ⟨S²⟩: 8.8811
* multiplicity: 6
* E_tot: -54181.866 eV
* lowest unoccupied orbital energy (alpha / beta): 2.648 / 2.702 eV

Last column: Mulliken spin population.
CARTESIAN COORDINATES (ANGSTROEM)
C1 2.925 -1.110 -1.051  0.01
C2 3.204 0.141 -1.687  -0.01
C3 2.219 0.311 -2.704  0.01
C4 1.447 -0.879 -2.838  0.00
C5 1.819 -1.730 -1.760  0.01
Mn1 -0.249 -1.338 1.422  4.31
P1 1.726 -1.147 2.715  0.02
H1 3.442 -1.512 -0.180  0.00
H2 3.991 0.840 -1.394  0.00
H3 2.108 1.172 -3.353  0.00
H4 1.340 -2.677 -1.521  0.00
H5 0.698 -1.095 -3.592  0.00
H6 1.620 -0.002 3.561  0.00
H7 2.954 -0.901 1.988  -0.01
H8 2.096 -2.115 3.713  0.01
N1 -1.410 0.827 -1.558  0.00
C6 -1.935 0.907 -0.312  -0.04
C7 -3.231 1.428 -0.070  0.26
C8 -3.750 1.338 1.221  0.09
C9 -2.977 0.772 2.248  -0.05
C10 -1.659 0.435 1.975  0.19
N2 -1.197 0.379 0.678  0.18
H9 -0.458 0.495 -1.707  0.00
H10 -1.858 1.333 -2.311  0.01
H11 -3.821 1.793 -0.909  0.03
H12 -4.759 1.691 1.455  0.02
H13 -3.365 0.570 3.250  -0.01
H14 -0.921 0.071 2.720  -0.02

=====

(2)
Here is one molecule with the formula C5H9NO from OMol25. Energies are from ωB97M-V/def2-TZVPD.

## Properties
* charge: 0
* max |F|: 0.0512 Eh/bohr
* relative energy (zero: lowest compared OMol25 entry of this formula, charge and spin): 77.7 kcal per mole
* E_tot: -8865.845 eV
* lowest unoccupied orbital energy: 0.874 eV

Last column: Mulliken charge in e.
CARTESIAN COORDINATES (ANGSTROEM)
C1 0.735 1.154 0.658  -1.43
C2 0.275 -0.107 -0.031  1.30
C3 1.369 -0.999 -0.572  -1.48
C4 -0.862 -0.810 0.590  -0.54
O1 -1.959 0.016 0.667  -0.45
C5 -1.908 0.790 -0.809  0.06
N1 -0.838 0.764 -1.425  -0.63
H1 1.127 1.795 -0.130  0.36
H2 1.534 0.999 1.398  0.41
H3 -0.117 1.640 1.140  0.35
H4 2.329 -0.918 -0.039  0.32
H5 1.078 -2.057 -0.604  0.34
H6 1.516 -0.650 -1.591  0.39
H7 -1.058 -1.785 0.110  0.33
H8 -0.293 -1.017 1.526  0.30
H9 -2.926 1.186 -0.887  0.37

=====

Please write out number 1 again, unchanged.
Here is C10H14MnN2P as an isolated structure from OMol25. Energies are from ωB97M-V/def2-TZVPD.

## Properties
* charge: -1
* max |F|: 0.0316 Eh/bohr
* ⟨S²⟩: 8.8811
* multiplicity: 6
* E_tot: -54181.866 eV
* lowest unoccupied orbital energy (alpha / beta): 2.648 / 2.702 eV

Last column: Mulliken spin population.
CARTESIAN COORDINATES (ANGSTROEM)
C1 2.925 -1.110 -1.051  0.01
C2 3.204 0.141 -1.687  -0.01
C3 2.219 0.311 -2.704  0.01
C4 1.447 -0.879 -2.838  0.00
C5 1.819 -1.730 -1.760  0.01
Mn1 -0.249 -1.338 1.422  4.31
P1 1.726 -1.147 2.715  0.02
H1 3.442 -1.512 -0.180  0.00
H2 3.991 0.840 -1.394  0.00
H3 2.108 1.172 -3.353  0.00
H4 1.340 -2.677 -1.521  0.00
H5 0.698 -1.095 -3.592  0.00
H6 1.620 -0.002 3.561  0.00
H7 2.954 -0.901 1.988  -0.01
H8 2.096 -2.115 3.713  0.01
N1 -1.410 0.827 -1.558  0.00
C6 -1.935 0.907 -0.312  -0.04
C7 -3.231 1.428 -0.070  0.26
C8 -3.750 1.338 1.221  0.09
C9 -2.977 0.772 2.248  -0.05
C10 -1.659 0.435 1.975  0.19
N2 -1.197 0.379 0.678  0.18
H9 -0.458 0.495 -1.707  0.00
H10 -1.858 1.333 -2.311  0.01
H11 -3.821 1.793 -0.909  0.03
H12 -4.759 1.691 1.455  0.02
H13 -3.365 0.570 3.250  -0.01
H14 -0.921 0.071 2.720  -0.02

=====

Question: Which formula does entry 2 have?
Answer: C5H9NO

=====

Copy entry 2 word for word.
Here is one molecule with the formula C5H9NO from OMol25. Energies are from ωB97M-V/def2-TZVPD.

## Properties
* charge: 0
* max |F|: 0.0512 Eh/bohr
* relative energy (zero: lowest compared OMol25 entry of this formula, charge and spin): 77.7 kcal per mole
* E_tot: -8865.845 eV
* lowest unoccupied orbital energy: 0.874 eV

Last column: Mulliken charge in e.
CARTESIAN COORDINATES (ANGSTROEM)
C1 0.735 1.154 0.658  -1.43
C2 0.275 -0.107 -0.031  1.30
C3 1.369 -0.999 -0.572  -1.48
C4 -0.862 -0.810 0.590  -0.54
O1 -1.959 0.016 0.667  -0.45
C5 -1.908 0.790 -0.809  0.06
N1 -0.838 0.764 -1.425  -0.63
H1 1.127 1.795 -0.130  0.36
H2 1.534 0.999 1.398  0.41
H3 -0.117 1.640 1.140  0.35
H4 2.329 -0.918 -0.039  0.32
H5 1.078 -2.057 -0.604  0.34
H6 1.516 -0.650 -1.591  0.39
H7 -1.058 -1.785 0.110  0.33
H8 -0.293 -1.017 1.526  0.30
H9 -2.926 1.186 -0.887  0.37